{
  "formula": "C2H2N2OS",
  "method": "wB97M-V/def2-TZVPD",
  "homo_lumo_gap_ev": 9.22,
  "e_tot_ha": -660.208024,
  "molar_mass_da": 102.1,
  "lumo_energy_ev": -0.025,
  "homo_ev": -9.2,
  "spin_multiplicity": 1,
  "de_lowest_kcal_mol": 87.6,
  "symbols": ["C", "C", "N", "N", "O", "S", "H", "H"],
  "positions_angstrom": [[3.6705, 0.3110, 0.2353], [0.6105, 1.2518, -0.6047], [4.5339, 0.1141, 0.9630], [-0.0289, 0.4350, -0.0232], [1.8111, -1.2203, -0.1268], [2.5127, -0.0358, -1.0037], [-0.9090, 0.1269, 0.3730], [0.8076, -1.0076, -0.0602]]
}